1.
Entry from the Open Molecules 2025 dataset: a structure of composition C34H23AsBrCuN3O8S4 (ωB97M-V with the def2-TZVPD basis set).

As for the expectation value of S²: 0.752. As for the total charge: -2. As for the LUMO energy (alpha / beta): 3.5769 / 3.5769 eV. The electronic energy is -10118.72791 hartree. As for the spin multiplicity: 2.

```
75
Properties=species:S:1:pos:R:3:mulliken_charge:R:1
Cu 1.72 -0.09 1.74 -0.805
O 0.27 -1.89 4.68 -0.622
As 2.03 -1.69 4.29 1.214
O 2.66 -1.93 5.79 -0.883
O 2.06 -0.14 3.61 -0.312
C 2.08 -3.10 2.94 -0.129
C 1.09 -4.07 2.93 -0.328
C 0.99 -4.94 1.86 -0.603
C 1.86 -4.84 0.78 -0.617
C 2.86 -3.89 0.78 -0.319
C 2.98 -3.03 1.86 -0.014
S 4.28 -1.81 1.90 1.256
O 5.37 -2.31 1.09 -0.759
O 4.54 -1.68 3.32 -0.726
O 3.66 -0.59 1.32 -0.493
H 0.28 -1.72 5.63 0.227
H 0.38 -4.10 3.75 0.491
H 0.21 -5.70 1.86 0.357
H 1.74 -5.51 -0.07 0.370
H 3.56 -3.80 -0.05 0.526
Br -2.93 5.55 -3.87 -0.232
C -3.63 4.41 -2.51 0.078
C -3.19 3.10 -2.43 -0.399
C -3.68 2.27 -1.42 -0.158
C -4.63 2.75 -0.51 -0.226
C -5.06 4.07 -0.63 0.004
C -4.56 4.90 -1.62 -0.529
N -5.35 1.95 0.43 -0.839
N -4.92 0.92 1.03 -0.407
C -3.62 0.53 1.30 0.036
C -3.51 -0.86 1.51 -0.141
C -2.33 -1.53 1.68 -1.082
C -1.10 -0.83 1.73 -0.379
O 0.00 -1.40 1.78 0.979
C -1.20 0.65 1.76 0.736
N -0.06 1.30 2.07 -0.086
C -0.05 2.61 2.13 -0.610
C -1.21 3.36 1.94 -1.023
C -2.38 2.72 1.66 -0.538
C -2.42 1.32 1.52 0.934
H -2.46 2.72 -3.13 0.503
H -3.34 1.25 -1.36 0.449
H -5.80 4.43 0.07 0.392
H -4.90 5.93 -1.70 0.378
H -4.44 -1.42 1.45 0.405
H -2.30 -2.61 1.78 0.458
H 0.90 3.08 2.39 0.451
H -1.17 4.44 2.04 0.414
H -3.28 3.30 1.57 0.575
O 1.24 0.20 -0.09 0.051
C 1.53 0.10 -1.42 3.569
C 2.88 -0.53 -1.83 -0.520
C 3.07 -1.68 -2.56 -0.643
C 4.44 -1.94 -2.86 -0.639
C 5.26 -0.97 -2.36 -0.462
S 4.39 0.22 -1.53 -0.043
C 0.42 -0.82 -2.00 -0.331
C -0.08 -1.93 -1.38 -0.054
C -1.13 -2.55 -2.11 -1.042
C -1.42 -1.91 -3.28 -0.575
S -0.41 -0.54 -3.49 -0.196
C 1.39 1.48 -2.11 -0.761
C 0.63 2.52 -1.64 -0.523
C 0.64 3.66 -2.49 -0.665
C 1.41 3.47 -3.61 -0.662
S 2.12 1.91 -3.61 -0.043
H 2.25 -2.31 -2.89 0.525
H 4.79 -2.80 -3.41 0.349
H 6.34 -0.93 -2.40 0.409
H 0.29 -2.26 -0.41 0.236
H -1.66 -3.44 -1.77 0.369
H -2.17 -2.15 -4.01 0.427
H 0.09 2.44 -0.70 0.345
H 0.10 4.57 -2.29 0.459
H 1.59 4.15 -4.42 0.443
```

=====

2.
Entry from the Open Molecules 2025 dataset: a structure of composition C34H24BrCrIN4O4S3 (ωB97M-V with the def2-TZVPD basis set).

As for the expectation value of S²: 8.811. As for the total charge: -1. As for the LUMO energy (alpha / beta): 1.2537 / 1.2256 eV. The electronic energy is -6940.82554 hartree. As for the spin multiplicity: 6.

```
72
Properties=species:S:1:pos:R:3:mulliken_charge:R:1
Cr 0.78 -0.44 -0.19 0.813
O 2.10 -1.08 1.03 -0.180
N 3.31 -0.51 1.06 0.526
C 4.08 -0.66 2.13 -0.370
C 5.30 -0.06 2.23 -0.826
C 5.72 0.67 1.11 -0.319
C 4.92 0.84 -0.02 -0.798
C 3.64 0.32 -0.01 0.528
S 2.54 0.65 -1.26 -0.760
H 3.70 -1.32 2.86 0.535
H 5.82 -0.07 3.15 0.472
H 6.72 1.05 1.10 0.394
H 5.17 1.54 -0.87 0.333
S -3.42 2.61 -5.06 -0.194
C -3.07 4.28 -5.44 -0.518
C -2.06 4.72 -4.66 -0.341
C -1.56 3.78 -3.80 -0.671
C -2.28 2.59 -3.81 0.213
C -2.22 1.39 -2.89 1.020
C -0.97 1.01 -2.41 -1.068
N -0.87 0.03 -1.49 0.201
C -2.05 -0.52 -0.98 -0.369
C -3.39 -0.27 -1.56 0.244
C -4.52 -0.90 -0.98 -0.903
C -4.39 -1.80 0.00 -0.878
C -3.09 -2.06 0.61 0.238
C -2.92 -2.85 1.76 -1.159
C -1.62 -3.01 2.36 0.825
C -0.57 -2.24 1.80 -0.556
N -0.77 -1.41 0.81 0.741
C -1.94 -1.37 0.12 0.037
C -1.54 -3.93 3.44 0.564
C -2.55 -4.78 3.88 -0.416
C -2.02 -5.78 4.77 -0.648
C -0.75 -5.54 5.13 -0.365
S -0.02 -4.24 4.29 -0.149
C -3.42 0.73 -2.51 -0.952
H -3.64 4.87 -6.16 0.395
H -1.67 5.78 -4.67 0.292
H -0.69 3.91 -3.17 0.457
H -0.04 1.52 -2.68 0.403
H -5.56 -0.66 -1.28 0.248
H -5.32 -2.28 0.32 0.333
H -3.78 -3.21 2.34 0.223
H 0.43 -2.29 2.19 0.299
H -3.58 -4.66 3.57 0.311
H -2.58 -6.60 5.19 0.332
H -0.17 -5.98 5.92 0.391
H -4.31 0.94 -3.01 0.481
N 1.00 -3.87 -2.80 -0.339
C 1.67 -3.16 -1.91 0.536
O 1.16 -2.06 -1.49 -0.286
C 3.05 -3.54 -1.72 -0.960
I 3.48 -5.48 -0.88 0.090
H 0.16 -3.47 -3.18 0.279
H 1.51 -4.53 -3.38 0.223
H 3.53 -2.81 -1.02 0.073
H 3.73 -3.42 -2.61 0.478
Br 2.99 6.84 0.30 -0.227
C 1.59 5.69 0.74 -0.043
C 0.26 6.11 0.67 -0.399
C -0.74 5.15 0.88 -0.486
C -0.44 3.82 1.13 -0.438
C 0.90 3.40 1.30 0.361
C 1.89 4.37 1.11 -0.224
C 1.13 1.93 1.62 0.234
O 1.97 1.53 2.45 -0.640
O 0.29 1.18 0.92 -0.157
H 0.03 7.14 0.45 0.425
H -1.79 5.42 0.76 0.371
H -1.19 3.04 1.27 0.356
H 2.95 4.00 1.15 0.362
```

=====

3.
Entry from the Open Molecules 2025 dataset: a structure of composition C34H24Cl5I2N2OSbTi (ωB97M-V with the def2-TZVPD basis set).

As for the LUMO energy (alpha / beta): -1.1092 / -1.0673 eV. For the energy above the lowest of the compared OMol25 structures with the same formula, charge and spin, the calculation gives 2.8832 eV. The electronic energy is -5480.82491 hartree. As for the spin multiplicity: 1.

```
70
Properties=species:S:1:pos:R:3:nbo_charge:R:1
Ti -1.47 0.36 2.09 1.250
I -1.94 -0.23 4.66 -0.204
C 1.00 1.08 5.25 -0.939
I 1.15 1.32 3.22 0.350
H 1.65 0.30 5.61 0.198
H 0.96 2.02 5.77 0.193
Cl -4.76 0.52 1.19 0.052
C -4.12 -1.09 1.19 0.029
C -2.81 -1.26 1.60 -0.502
C -2.33 -2.56 1.60 -0.062
Cl -0.70 -2.81 2.16 0.089
C -3.09 -3.65 1.18 -0.078
Cl -2.42 -5.24 1.17 0.056
C -4.40 -3.44 0.77 -0.079
Cl -5.37 -4.76 0.26 0.061
C -4.93 -2.14 0.78 -0.120
Cl -6.55 -1.87 0.28 0.058
O -1.29 0.90 0.31 -0.846
C -1.87 1.70 -0.56 0.418
C -1.88 1.38 -1.92 -0.264
C -2.50 2.22 -2.82 -0.165
C -3.12 3.40 -2.39 -0.239
C -3.10 3.72 -1.05 -0.158
C -2.48 2.88 -0.12 -0.198
C -2.45 3.19 1.30 0.420
N -2.18 2.36 2.31 -0.604
C -2.29 3.09 3.48 -0.056
C -2.63 4.37 3.18 -0.075
N -2.72 4.41 1.81 -0.492
H -1.41 0.46 -2.24 0.238
H -2.51 1.96 -3.87 0.222
H -3.61 4.04 -3.09 0.221
H -3.61 4.62 -0.72 0.199
H -2.11 2.63 4.44 0.262
H -2.80 5.23 3.80 0.234
H -2.94 5.23 1.25 0.429
C 5.66 -3.04 1.24 -0.200
C 5.64 -1.67 1.08 -0.215
C 4.47 -1.03 0.69 -0.250
C 3.31 -1.76 0.46 -0.274
C 3.34 -3.14 0.64 -0.258
C 4.51 -3.78 1.03 -0.211
Sb 1.44 -0.82 -0.01 1.182
C 0.91 -1.94 -1.75 -0.378
C 0.35 -3.21 -1.57 -0.241
C -0.09 -3.95 -2.65 -0.196
C -0.01 -3.43 -3.94 -0.212
C 0.52 -2.16 -4.13 -0.229
C 0.97 -1.42 -3.04 -0.178
C 2.23 0.91 -0.99 -0.398
C 1.70 2.16 -0.66 -0.222
C 2.18 3.32 -1.27 -0.204
C 3.20 3.23 -2.22 -0.206
C 3.73 1.99 -2.55 -0.234
C 3.25 0.84 -1.94 -0.165
H 6.58 -3.54 1.54 0.212
H 6.54 -1.08 1.25 0.213
H 4.47 0.05 0.57 0.215
H 2.44 -3.73 0.49 0.208
H 4.51 -4.85 1.16 0.214
H 0.25 -3.62 -0.57 0.214
H -0.51 -4.94 -2.50 0.216
H -0.36 -4.00 -4.78 0.214
H 0.58 -1.74 -5.12 0.212
H 1.38 -0.43 -3.21 0.209
H 0.91 2.24 0.07 0.209
H 1.77 4.28 -1.01 0.211
H 3.57 4.13 -2.69 0.214
H 4.52 1.92 -3.29 0.215
H 3.67 -0.12 -2.21 0.212
```

=====

4.
Entry from the Open Molecules 2025 dataset: a structure of composition C34H24FIrN6O2S5 (ωB97M-V with the def2-TZVPD basis set).

As for the expectation value of S²: 0.776. As for the total charge: +1. As for the LUMO energy (alpha / beta): -4.5015 / -4.5019 eV. The electronic energy is -3983.99251 hartree. As for the spin multiplicity: 2.

```
73
Properties=species:S:1:pos:R:3:mulliken_charge:R:1
Ir 0.23 -0.95 0.64 2.037
N -0.07 3.64 0.65 0.120
C -0.05 2.36 1.06 -0.684
N -0.03 1.35 0.26 -0.295
C -0.03 1.54 -1.11 0.334
N 0.05 0.50 -1.90 -1.535
N 0.19 -0.69 -1.37 1.378
C 0.31 -1.78 -2.15 -1.263
C 0.82 -2.96 -1.59 1.263
C 0.95 -4.17 -2.30 -1.192
C 1.45 -5.28 -1.67 -0.294
C 1.87 -5.18 -0.34 -1.008
C 1.74 -3.95 0.30 -0.212
N 1.22 -2.89 -0.28 -0.043
C 0.02 2.89 -1.63 0.846
C 0.17 3.18 -2.99 -0.491
C 0.28 4.49 -3.41 -0.813
C 0.26 5.54 -2.50 -0.507
C 0.13 5.27 -1.14 -0.928
C 0.02 3.95 -0.71 0.075
H -0.04 4.39 1.32 0.285
H -0.05 2.17 2.13 0.615
H 0.05 -1.71 -3.19 0.445
H 0.63 -4.21 -3.33 0.511
H 1.53 -6.22 -2.18 0.466
H 2.30 -6.01 0.18 0.439
H 2.09 -3.83 1.32 0.513
H 0.20 2.36 -3.68 0.507
H 0.40 4.71 -4.46 0.455
H 0.35 6.56 -2.83 0.446
H 0.14 6.07 -0.42 0.440
O 1.65 0.08 4.28 -0.656
C 1.48 -0.46 3.21 0.011
O 0.41 -0.90 2.70 -0.607
C 2.70 -0.64 2.28 0.672
C 3.96 -0.95 2.82 -0.902
C 5.01 -1.09 1.96 -0.806
C 4.84 -0.79 0.59 0.729
C 5.91 -0.77 -0.33 -0.827
C 5.70 -0.42 -1.63 -0.626
C 4.41 -0.08 -2.07 -0.900
C 3.35 -0.11 -1.21 0.135
C 3.53 -0.47 0.14 -0.063
N 2.47 -0.47 1.00 0.107
H 4.04 -1.09 3.89 0.544
H 5.98 -1.40 2.32 0.480
H 6.90 -0.99 0.03 0.429
H 6.52 -0.38 -2.33 0.408
H 4.27 0.22 -3.10 0.470
H 2.36 0.17 -1.53 0.304
C -4.52 0.76 3.09 -0.523
S -4.57 2.57 2.99 -0.034
C -4.94 2.97 1.35 -0.007
C -4.63 2.29 0.18 -0.058
S -3.79 0.86 0.00 0.027
S -5.15 3.11 -1.30 0.009
C -5.77 4.56 -0.57 0.079
S -6.37 5.82 -1.43 -0.159
S -5.70 4.53 1.18 -0.043
H -4.46 0.54 4.15 0.413
H -3.66 0.37 2.57 -0.059
H -5.44 0.36 2.68 0.341
F -5.15 -3.95 1.03 -0.348
C -4.01 -3.24 0.94 0.280
C -3.64 -2.71 -0.28 -0.588
C -2.46 -1.99 -0.37 -0.196
C -1.63 -1.82 0.74 0.349
C -2.05 -2.37 1.96 -0.422
C -3.24 -3.07 2.07 -0.660
H -4.27 -2.86 -1.14 0.465
H -2.20 -1.57 -1.33 0.454
H -1.43 -2.26 2.84 0.364
H -3.55 -3.50 3.01 0.508
```

=====

5.
Entry from the Open Molecules 2025 dataset: a structure of composition C34H25CdN6O2PSe (ωB97M-V with the def2-TZVPD basis set).

As for the LUMO energy: -0.5028 eV. For the energy above the lowest of the compared OMol25 structures with the same formula, charge and spin, the calculation gives 0.4262 eV. The electronic energy is -4700.26497 hartree. As for the spin multiplicity: 1.

```
70
Properties=species:S:1:pos:R:3:nbo_charge:R:1
Cd -0.07 0.19 -1.80 1.588
N 0.09 -3.54 1.16 -0.546
C 0.43 -2.53 0.34 0.361
N -0.33 -2.10 -0.62 -0.604
C -1.57 -2.68 -0.82 0.401
N -2.26 -2.41 -1.87 -0.346
N -1.66 -1.44 -2.63 -0.317
C -1.92 -1.41 -3.87 0.073
C -1.31 -0.36 -4.71 0.158
C -1.69 -0.22 -6.03 -0.224
C -1.06 0.74 -6.81 -0.149
C -0.08 1.54 -6.24 -0.249
C 0.22 1.35 -4.90 0.072
N -0.38 0.42 -4.15 -0.517
C -2.07 -3.64 0.16 -0.071
C -3.38 -4.11 0.15 -0.138
C -3.79 -5.03 1.10 -0.227
C -2.89 -5.48 2.07 -0.169
C -1.60 -5.00 2.10 -0.250
C -1.19 -4.08 1.15 0.162
H 0.73 -3.81 1.89 0.423
H 1.39 -2.06 0.50 0.237
H -2.57 -2.16 -4.33 0.190
H -2.46 -0.86 -6.44 0.225
H -1.33 0.87 -7.85 0.223
H 0.44 2.29 -6.81 0.229
H 0.99 1.93 -4.40 0.240
H -4.06 -3.73 -0.61 0.246
H -4.81 -5.40 1.09 0.222
H -3.22 -6.20 2.81 0.220
H -0.91 -5.34 2.87 0.216
O 2.44 1.23 -2.66 -0.704
C 2.62 0.73 -1.55 0.767
O 2.02 -0.32 -1.11 -0.853
C 3.40 1.44 -0.48 -0.107
C 4.74 1.78 -0.59 -0.198
C 5.38 2.41 0.46 -0.192
C 4.67 2.74 1.61 -0.242
C 3.32 2.45 1.71 -0.139
C 2.67 1.78 0.67 -0.345
P 0.86 1.39 0.71 0.833
C 0.73 0.15 2.07 -0.339
C -0.53 -0.41 2.34 -0.227
C -0.69 -1.36 3.34 -0.208
C 0.41 -1.79 4.07 -0.232
C 1.67 -1.29 3.77 -0.242
C 1.83 -0.33 2.77 -0.162
C 0.14 2.92 1.44 -0.350
C 0.69 4.17 1.14 -0.157
C 0.06 5.34 1.53 -0.227
C -1.15 5.29 2.21 -0.211
C -1.72 4.06 2.50 -0.190
C -1.08 2.89 2.12 -0.202
H 5.28 1.54 -1.50 0.225
H 6.43 2.65 0.39 0.215
H 5.18 3.24 2.44 0.215
H 2.77 2.74 2.59 0.215
H -1.40 -0.13 1.75 0.250
H -1.68 -1.76 3.54 0.226
H 0.29 -2.53 4.85 0.214
H 2.54 -1.64 4.32 0.215
H 2.82 0.06 2.57 0.218
H 1.62 4.23 0.59 0.209
H 0.51 6.29 1.29 0.212
H -1.65 6.21 2.50 0.213
H -2.67 4.01 3.02 0.214
H -1.56 1.94 2.34 0.222
Se -2.25 1.80 -1.42 -0.364
C -2.97 0.54 -0.29 0.033
N -3.42 -0.22 0.45 -0.487
```

=====

6.
Entry from the Open Molecules 2025 dataset: a structure of composition C34H26BrN2O2PSc (ωB97M-V with the def2-TZVPD basis set).

As for the total charge: +1. As for the LUMO energy: -2.6866 eV. For the energy above the lowest of the compared OMol25 structures with the same formula, charge and spin, the calculation gives 0.0304 eV. The electronic energy is -5247.28463 hartree. As for the spin multiplicity: 1.

```
67
Properties=species:S:1:pos:R:3:nbo_charge:R:1
Sc -0.15 0.37 -1.04 1.740
C -0.58 0.47 6.04 -0.183
C 0.41 -0.36 5.53 -0.207
C 0.48 -0.61 4.16 -0.147
C -0.44 -0.02 3.31 -0.366
C -1.43 0.83 3.82 -0.179
C -1.50 1.06 5.19 -0.202
P -0.47 -0.34 1.52 0.833
C 1.28 -0.76 1.16 -0.296
C 1.79 -2.06 1.19 -0.217
C 3.16 -2.27 1.06 -0.195
C 4.02 -1.19 0.89 -0.185
C 3.52 0.10 0.85 -0.202
C 2.16 0.31 0.99 -0.249
C -1.36 -1.92 1.33 -0.357
C -1.80 -2.66 2.39 -0.181
C -2.53 -3.85 2.18 -0.203
C -2.80 -4.27 0.91 -0.160
C -2.37 -3.52 -0.21 -0.083
C -2.67 -3.92 -1.53 -0.170
C -2.28 -3.17 -2.60 -0.209
C -1.54 -1.98 -2.39 -0.211
C -1.19 -1.53 -1.13 -0.605
C -1.63 -2.32 -0.01 0.038
H -0.62 0.66 7.11 0.227
H 1.13 -0.82 6.19 0.224
H 1.26 -1.25 3.78 0.212
H -2.14 1.29 3.16 0.222
H -2.26 1.72 5.59 0.228
H 1.12 -2.90 1.31 0.238
H 3.55 -3.28 1.09 0.227
H 5.08 -1.36 0.79 0.229
H 4.19 0.94 0.72 0.232
H 1.77 1.33 1.00 0.241
H -1.60 -2.34 3.40 0.227
H -2.87 -4.43 3.03 0.226
H -3.37 -5.18 0.74 0.222
H -3.24 -4.83 -1.69 0.221
H -2.52 -3.47 -3.61 0.222
H -1.25 -1.41 -3.27 0.210
N 1.77 -2.29 -2.12 -0.773
C 2.38 -1.12 -2.35 0.445
C 3.74 -1.10 -2.74 -0.286
C 4.34 0.09 -3.03 -0.103
C 3.60 1.28 -2.96 -0.297
C 2.30 1.20 -2.55 0.074
N 1.68 0.03 -2.21 -0.654
H 2.27 -3.15 -2.24 0.409
H 0.78 -2.33 -1.90 0.433
H 4.28 -2.04 -2.81 0.230
H 5.38 0.12 -3.34 0.235
H 4.03 2.24 -3.22 0.243
H 1.70 2.09 -2.49 0.217
Br 0.25 5.39 -0.21 0.110
C -1.22 5.11 -1.36 -0.040
C -1.91 6.25 -1.75 -0.247
C -3.00 6.17 -2.60 -0.143
C -3.41 4.94 -3.09 -0.222
C -2.73 3.80 -2.72 -0.137
C -1.63 3.85 -1.85 -0.183
C -1.01 2.55 -1.52 0.778
O -0.11 2.40 -0.64 -0.724
O -1.40 1.50 -2.15 -0.730
H -1.58 7.21 -1.37 0.240
H -3.52 7.07 -2.88 0.231
H -4.26 4.87 -3.75 0.232
H -3.04 2.83 -3.08 0.244
```

=====

> Which formula does entry 1 have?

C34H23AsBrCuN3O8S4

=====

> The lowest electronic energy belongs to which entry?

C34H23AsBrCuN3O8S4